[1]
Formula: C9H14O3S2
Source: the Open Molecules 2025 dataset
Level of theory: wB97M-V/def2-TZVPD

The highest occupied orbital energy (alpha / beta) is -6.196 / -8.098 eV. The calculation puts the energy above the lowest of the compared OMol25 structures with the same formula, charge and spin at 87.8 kcal/mol. The net charge is 0. As for the total energy: -37362.6230 eV. As for the largest force on an atom: 4.48 eV Å⁻¹. As for the spin multiplicity: 3. The value obtained for the HOMO-LUMO gap (alpha / beta) is 6.42 / 4.52 eV. As for the expectation value of S²: 2.01.

```
28
C9H14O3S2 (wB97M-V/def2-TZVPD)
C -1.4267 0.5169 -1.1081
C -0.2438 0.2338 -0.6416
C 0.9239 -0.2315 -0.2970
C 2.6001 2.4981 0.1642
C -3.6872 0.4140 0.9735
C -2.2067 1.7265 -0.7606
C -3.6466 1.4633 -0.2059
C 2.8586 -2.4292 -0.3841
C 1.5676 -2.3765 0.5452
O 2.1132 0.3050 -0.9461
O 3.4115 -3.6887 -0.3647
O 1.1843 -1.0261 0.7929
S 3.1895 1.0052 0.1837
S 2.8882 3.6422 1.3004
H -1.8455 -0.0402 -1.8737
H -2.6513 0.2942 1.2331
H -4.4997 0.6805 1.5513
H -3.9863 -0.5756 0.6386
H -1.7563 2.3188 -0.0203
H -2.3157 2.3423 -1.6306
H -4.5028 1.1408 -0.9387
H -3.8660 2.3957 0.3097
H 3.6274 -1.6120 0.0924
H 2.5983 -2.1165 -1.3737
H 1.7666 -2.7533 1.4944
H 0.8123 -2.9381 0.1926
H 3.0558 -4.3915 -0.9276
H 4.0373 3.2019 2.0007
```

=====

[2]
Formula: C40H47CdGe2N10PSe
Source: the Open Molecules 2025 dataset
Level of theory: wB97M-V/def2-TZVPD

The highest occupied orbital energy is -12.577 eV. The calculation puts the energy above the lowest of the compared OMol25 structures with the same formula, charge and spin at 10.2 kcal/mol. The net charge is +2. As for the total energy: -249363.4296 eV. As for the largest force on an atom: 0.49 eV Å⁻¹. The value obtained for the HOMO-LUMO gap is 7.49 eV.

```
102
C40H47CdGe2N10PSe (wB97M-V/def2-TZVPD)
Cd 0.0029 -0.3881 0.5024
C -2.1072 -2.8825 5.7006
N -1.0763 -2.2935 4.8528
C 0.1276 -1.8179 5.2851
C 0.7915 -1.3859 4.1719
N 0.0177 -1.5830 3.0630
C -1.1000 -2.1332 3.5000
P -2.3885 -2.8482 2.4522
C -3.0644 -1.4118 1.5701
N -2.3973 -0.4822 0.8968
C -3.3379 0.2532 0.2328
C -4.5824 -0.2253 0.5165
N -4.3991 -1.2803 1.3621
C -5.4701 -2.1002 1.9258
C -1.2945 -3.4644 1.1274
N -0.5700 -2.7753 0.2533
C 0.0730 -3.7091 -0.5171
C -0.2588 -4.9631 -0.1034
N -1.1289 -4.7972 0.9338
C -1.7364 -5.8807 1.7029
H -1.9865 -2.4999 6.7101
H -2.0225 -3.9677 5.7168
H -3.0934 -2.6024 5.3404
H 0.4045 -1.8280 6.3255
H 1.7777 -0.9545 4.1186
H -3.0736 1.0548 -0.4334
H -5.5598 0.0858 0.1907
H -6.4184 -1.7082 1.5710
H -5.4529 -2.0539 3.0120
H -5.3712 -3.1337 1.6025
H 0.6972 -3.4399 -1.3513
H 0.0286 -5.9361 -0.4621
H -1.3695 -6.8235 1.3085
H -2.8195 -5.8535 1.6094
H -1.4570 -5.8067 2.7515
Se 6.9897 2.2891 3.4060
N 6.5624 1.0286 2.2308
C 5.2571 0.9546 2.2112
C 4.5163 0.0078 1.3837
C 5.1645 -0.9554 0.6111
C 4.4067 -1.8681 -0.0841
C 3.0218 -1.7698 -0.0129
N 2.3867 -0.8331 0.6797
C 3.1202 0.0378 1.3960
C 2.4008 0.9870 2.2684
N 1.0617 0.9660 2.2407
C 0.3890 1.7133 3.1042
C 1.0039 2.5773 4.0027
C 2.3794 2.6532 4.0001
C 3.1007 1.8364 3.1302
C 4.5587 1.8478 3.0857
N 5.2981 2.6444 3.8128
H 6.2462 -0.9783 0.5948
H 4.8640 -2.6524 -0.6704
H 2.4025 -2.4866 -0.5297
H -0.6886 1.6104 3.0877
H 0.4080 3.1702 4.6820
H 2.9161 3.3156 4.6668
C -1.5844 4.6508 0.6441
C -1.6168 3.1194 0.6907
Ge -0.2021 2.3380 -0.4443
C 1.6110 3.0766 -0.2019
C 1.6998 4.5626 -0.5644
C -0.6014 2.7799 -2.2771
C -0.4755 1.8447 -3.2150
Ge -0.1962 0.0776 -2.4307
C -1.6787 -1.2135 -2.5337
C -2.0423 -1.6990 -3.9406
C 1.5271 -0.7849 -2.8139
C 1.9019 -0.9252 -4.2932
C -0.4982 2.0982 -4.6779
C -0.6261 1.0552 -5.5890
C -0.6541 1.2872 -6.9564
C -0.5467 2.5816 -7.4371
C -0.4052 3.6360 -6.5427
C -0.3777 3.3975 -5.1807
H -2.5039 5.0476 1.0764
H -1.5141 5.0367 -0.3738
H -0.7541 5.0597 1.2167
H -2.5675 2.7643 0.3043
H -1.5512 2.7713 1.7183
H 2.2405 2.5005 -0.8869
H 1.9876 2.9102 0.8028
H 1.2899 4.7738 -1.5527
H 2.7454 4.8741 -0.5784
H 1.1847 5.1937 0.1560
H -0.7907 3.8189 -2.5450
H -2.5529 -0.7796 -2.0562
H -1.3727 -2.0566 -1.9159
H -2.4430 -0.8982 -4.5593
H -2.8123 -2.4689 -3.8709
H -1.1931 -2.1439 -4.4626
H 1.4768 -1.7704 -2.3483
H 2.3018 -0.2212 -2.2901
H 1.1639 -1.4963 -4.8563
H 2.8541 -1.4503 -4.3814
H 2.0123 0.0455 -4.7737
H -0.7098 0.0377 -5.2336
H -0.7584 0.4575 -7.6431
H -0.5651 2.7707 -8.5019
H -0.3085 4.6485 -6.9114
H -0.2454 4.2325 -4.5057
```

=====

[3]
Formula: C25H41MnN8O4P
Source: the Open Molecules 2025 dataset
Level of theory: wB97M-V/def2-TZVPD

The highest occupied orbital energy (alpha / beta) is -7.474 / -7.825 eV. The net charge is 0. As for the total energy: -87314.5839 eV. As for the largest force on an atom: 0.66 eV Å⁻¹. As for the spin multiplicity: 6. The value obtained for the HOMO-LUMO gap (alpha / beta) is 7.66 / 7.96 eV. As for the expectation value of S²: 8.76.

```
80
C25H41MnN8O4P (wB97M-V/def2-TZVPD)
Mn -0.2441 2.3495 -0.3389
O -5.3290 1.3489 1.9896
C -5.1786 0.6514 0.8863
O -5.8789 -0.2936 0.6054
C -4.1150 1.0922 -0.0598
C -3.9652 0.5858 -1.3297
N -2.8752 1.1576 -1.8555
N -2.2861 2.0073 -1.0110
C -3.0289 1.9798 0.0969
C -2.5542 2.7598 1.2953
O -3.3516 2.9899 2.2098
O -1.3310 3.1015 1.2655
H -4.6219 2.0563 2.0955
H -4.5700 -0.1308 -1.8591
H -2.4778 0.9999 -2.7642
C 1.6643 7.6141 -1.2220
C 1.7655 6.1330 -1.1119
C 2.8607 5.3052 -0.9967
C 2.3561 3.9966 -0.9250
N 1.0259 4.0235 -0.9931
N 0.6900 5.3257 -1.1069
C 3.1020 2.7080 -0.8133
H 2.6480 8.0600 -1.1017
H 1.0051 8.0188 -0.4528
H 1.2692 7.9125 -2.1942
H 3.8965 5.5979 -0.9671
H -0.2751 5.5987 -1.1515
H 4.1273 2.8881 -0.4977
H 3.1100 2.1961 -1.7759
H 2.6074 2.0415 -0.1063
N 0.4181 0.5687 -0.6005
P 0.2629 -0.8781 -0.0930
N 1.6727 -1.7592 -0.3059
C 1.8717 -3.0895 0.2695
C 3.3172 -3.2481 0.7261
C 4.2634 -3.1646 -0.4810
C 3.7399 -2.1580 -1.5248
C 2.8610 -1.1079 -0.8566
N -0.9657 -1.7458 -0.8546
C -0.8133 -1.7373 -2.3149
C -2.0019 -2.4286 -2.9675
C -2.0398 -3.9206 -2.5843
C -1.3750 -4.1583 -1.2202
C -1.5859 -2.9563 -0.3059
N -0.1026 -1.1399 1.5647
C 0.9299 -0.5128 2.4104
C 0.7269 -0.9019 3.8684
C -0.6511 -0.4423 4.3418
C -1.7204 -1.0290 3.4216
C -1.4332 -0.6665 1.9700
H 1.6559 -3.8726 -0.4727
H 1.1793 -3.2238 1.1019
H 3.4424 -4.1979 1.2481
H 3.5481 -2.4548 1.4411
H 4.3581 -4.1515 -0.9392
H 5.2591 -2.8711 -0.1419
H 3.1414 -2.6708 -2.2820
H 4.5694 -1.6719 -2.0413
H 2.5283 -0.3456 -1.5579
H 3.4423 -0.5955 -0.0746
H 0.1124 -2.2457 -2.6288
H -0.7187 -0.6965 -2.6298
H -1.9425 -2.3179 -4.0516
H -2.9192 -1.9397 -2.6304
H -1.5307 -4.5162 -3.3444
H -3.0775 -4.2587 -2.5546
H -0.3029 -4.3241 -1.3485
H -1.7901 -5.0489 -0.7456
H -1.1738 -3.1542 0.6841
H -2.6655 -2.7923 -0.1857
H 0.8821 0.5822 2.3086
H 1.9148 -0.8300 2.0600
H 1.5210 -0.4683 4.4804
H 0.7921 -1.9911 3.9509
H -0.7068 0.6500 4.3056
H -0.8250 -0.7543 5.3736
H -2.7093 -0.6491 3.6881
H -1.7353 -2.1176 3.5274
H -1.4773 0.4245 1.8689
H -2.1925 -1.0961 1.3170
```

=====

[4]
Formula: C8H13NO
Source: the Open Molecules 2025 dataset
Level of theory: wB97M-V/def2-TZVPD

The highest occupied orbital energy is -8.720 eV. The SMILES is C=C(C)C(=O)[C@H](N)C(=C)C. The calculation puts the energy above the lowest of the compared OMol25 structures with the same formula, charge and spin at 56.1 kcal/mol. The net charge is 0. As for the total energy: -12042.1209 eV. As for the largest force on an atom: 4.31 eV Å⁻¹. The value obtained for the HOMO-LUMO gap is 9.30 eV.

```
23
C8H13NO (wB97M-V/def2-TZVPD)
C 2.4176 0.6042 0.8783
C 1.5786 0.2883 -0.1012
C 1.9072 -0.6782 -1.1994
C 0.2649 0.9989 -0.2984
O 0.1497 1.8320 -1.2083
C -0.7542 0.9413 0.8140
N -0.3470 0.6960 2.1254
C -1.3194 -0.3349 -0.1713
C -1.1774 -1.5720 0.2887
C -2.2816 0.0283 -1.2549
H 2.1850 1.3588 1.6135
H 3.3971 0.1534 0.9402
H 1.1978 -1.5052 -1.2180
H 1.8374 -0.1647 -2.1574
H 2.9144 -1.0717 -1.0809
H -1.4849 1.7463 0.7333
H -1.1107 0.4440 2.7415
H 0.4254 0.0433 2.2055
H -0.4721 -1.8243 1.0673
H -1.7565 -2.3930 -0.1066
H -1.7645 0.5604 -2.0523
H -2.7555 -0.8559 -1.6781
H -3.0513 0.7046 -0.8809
```

=====

[5]
Formula: C3H10N2
Source: the Open Molecules 2025 dataset
Level of theory: wB97M-V/def2-TZVPD

The highest occupied orbital energy (alpha / beta) is -12.033 / -12.031 eV. The calculation puts the energy above the lowest of the compared OMol25 structures with the same formula, charge and spin at 40.3 kcal/mol. The net charge is +1. As for the total energy: -6243.0817 eV. As for the largest force on an atom: 3.49 eV Å⁻¹. As for the spin multiplicity: 2. The value obtained for the HOMO-LUMO gap (alpha / beta) is 6.92 / 4.03 eV. As for the expectation value of S²: 0.77.

```
15
C3H10N2 (wB97M-V/def2-TZVPD)
C 0.6818 -0.9562 2.1735
N 1.9904 -0.9134 1.4855
H 0.5488 -0.0353 2.6181
H 0.5722 -1.8065 2.8204
H -0.0649 -1.0364 1.4284
H 2.6629 -0.1904 1.6142
H 2.2147 -1.5314 0.7407
C -1.9200 -0.2355 -1.3701
C -1.1386 0.8398 -1.7726
N -0.0291 1.3114 -1.0751
H -1.9355 -0.1492 -0.2619
H -2.8410 -0.5331 -1.8353
H -1.4849 1.5789 -2.5036
H 0.1630 2.3225 -0.9494
H 0.6964 0.7058 -0.7293
```